Entry from the OMol25 dataset: a molecular structure, C30H52As2CsF3N5O6PS in a non-equilibrium geometry (wB97M-V/def2-TZVPD).

Cartesian coordinates (Å):
Cs1 0.25 0.54 -0.05
N1 0.76 1.70 4.34
C1 0.58 2.73 3.31
C2 -0.39 2.26 2.21
O1 -0.92 1.11 2.39
N2 -0.58 2.95 1.11
C3 0.30 4.08 0.88
C4 1.74 3.68 0.42
O2 2.66 4.49 0.63
O3 1.83 2.53 -0.11
H1 0.11 0.95 4.08
H2 0.45 2.04 5.24
H3 1.54 2.98 2.85
H4 0.21 3.67 3.73
H5 0.41 4.77 1.73
H6 -0.11 4.67 0.06
C5 1.10 -4.04 2.67
As1 0.90 -2.09 2.47
C6 2.43 -1.59 3.61
C7 -0.55 -1.85 3.79
C8 -0.29 -1.99 5.15
C9 -1.28 -1.79 6.09
C10 -2.56 -1.46 5.68
C11 -2.83 -1.33 4.33
C12 -1.84 -1.52 3.36
As2 -2.24 -1.32 1.44
C13 -3.90 -0.27 1.57
C14 -3.08 -3.10 1.26
H7 1.05 -4.32 3.72
H8 2.06 -4.33 2.25
H9 0.32 -4.54 2.09
H10 2.57 -2.31 4.42
H11 2.28 -0.59 4.01
H12 3.32 -1.60 2.98
H13 0.72 -2.23 5.48
H14 -1.05 -1.89 7.15
H15 -3.34 -1.29 6.41
H16 -3.83 -1.06 4.02
H17 -4.67 -0.77 2.14
H18 -4.26 -0.12 0.55
H19 -3.64 0.69 2.00
H20 -3.84 -3.27 2.03
H21 -2.31 -3.86 1.35
H22 -3.54 -3.18 0.27
F1 -3.78 -0.33 -4.65
C15 -2.72 -0.11 -5.45
F2 -2.86 1.19 -5.87
F3 -2.91 -0.85 -6.57
C16 -1.39 -0.33 -4.80
C17 -0.53 0.74 -4.69
C18 0.71 0.57 -4.09
C19 1.01 -0.70 -3.63
N3 0.20 -1.74 -3.72
C20 -1.02 -1.62 -4.30
S1 -2.07 -2.98 -4.28
H23 -0.83 1.71 -5.06
H24 1.40 1.40 -3.97
H25 1.97 -0.89 -3.15
C21 1.49 -6.48 -0.99
C22 0.60 -5.45 -1.67
C23 1.18 -5.06 -3.03
C24 -0.81 -6.02 -1.85
N4 0.53 -4.31 -0.73
N5 -0.37 -3.25 -1.07
H26 1.64 -7.35 -1.62
H27 1.06 -6.80 -0.04
H28 2.48 -6.06 -0.78
H29 1.23 -5.94 -3.69
H30 2.19 -4.67 -2.92
H31 0.57 -4.31 -3.53
H32 -0.75 -6.97 -2.40
H33 -1.43 -5.34 -2.43
H34 -1.27 -6.20 -0.88
H35 1.45 -3.88 -0.69
H36 -1.29 -3.54 -0.78
H37 -0.40 -3.08 -2.08
C25 4.19 -3.15 -1.17
C26 4.02 -2.69 0.26
O4 4.69 -1.45 0.52
P1 3.84 -0.09 0.13
O5 4.55 0.17 -1.31
C27 4.17 1.38 -2.00
C28 4.60 1.23 -3.45
O6 4.64 0.98 1.03
C29 3.89 1.67 2.06
C30 4.58 1.53 3.39
H38 3.78 -4.16 -1.28
H39 5.24 -3.17 -1.45
H40 3.67 -2.50 -1.87
H41 4.45 -3.41 0.96
H42 2.96 -2.59 0.51
H43 4.66 2.23 -1.52
H44 3.10 1.55 -1.90
H45 5.66 0.98 -3.51
H46 4.44 2.17 -3.98
H47 4.03 0.45 -3.95
H48 2.87 1.27 2.11
H49 3.81 2.71 1.74
H50 4.71 0.48 3.65
H51 3.97 2.00 4.16
H52 5.56 2.00 3.37

Output
2S+1: 1
Strongest force on any atom, eV/Å: 2.27
Orbital gap, eV: 6.0441
E_LUMO, eV: 3.68
Net charge: -2
HOMO energy, eV: -2.369
Calculated total energy, Eh: -7430.5410